(1)
C27H44IrO3P as an isolated structure, computed with ωB97M-V/def2-TZVPD.

Output
<S²> ... 8.783
Kohn-Sham gap (spin up / spin down) ... 6.12 / 5.91 eV
Energy above the lowest of the compared OMol25 structures with the same formula, charge and spin ... 216.77 kJ/mol
2S+1 ... 6
Maximum force ... 5.04 eV/Å
Net charge ... +1

Structure (XYZ):
```
76
Properties=species:S:1:pos:R:3:forces:R:3
C -0.904717 2.278889 -1.080846 -0.020 -0.091 -0.726
C -2.076235 1.851759 -0.451989 -0.315 -0.378 0.117
C -2.533957 0.658617 -1.030223 0.282 0.487 0.503
C -1.603117 0.247773 -2.079305 0.088 2.315 -0.860
C -0.526740 1.304728 -2.126007 -2.413 0.302 0.355
Ir 0.181579 -0.454033 -1.381314 0.284 -0.545 1.094
C 0.037604 -3.997819 -0.853978 -3.483 1.349 3.377
C 0.890527 -2.818739 -0.763988 0.059 1.336 -0.872
H 1.124903 -2.461563 0.255970 0.726 -0.623 -0.723
C 1.207176 -2.060352 -1.947806 1.071 -3.634 0.818
H 0.786234 -2.611417 -2.781587 0.118 0.203 -0.569
H 2.272547 -1.896651 -2.025224 0.262 0.833 -0.282
C -0.139566 -4.633446 0.585405 0.010 -0.322 -0.179
H 0.274456 -3.955959 1.374509 0.221 -0.636 -0.712
H -1.222004 -4.669278 0.877456 0.962 -0.458 -0.548
H 0.312590 -5.651433 0.673823 -0.358 0.820 0.088
C -1.405388 -3.560179 -1.325178 -0.594 0.249 -0.333
H -1.492655 -2.431258 -1.312697 0.426 -0.919 -0.497
H -1.786313 -3.933352 -2.309583 0.544 0.257 0.707
H -2.182754 -3.799037 -0.555347 0.739 -0.417 -0.725
C -2.787237 2.620666 0.612277 -0.154 0.072 0.212
H -2.073289 3.119481 1.279597 -0.168 -0.061 -0.104
H -3.437304 3.400378 0.184082 0.207 -0.195 0.051
H -3.412755 1.966028 1.224830 0.050 0.118 -0.117
C -3.800252 -0.018387 -0.691358 -0.371 -0.222 0.077
H -3.800719 -0.329116 0.362000 -0.129 0.040 -0.208
H -4.659979 0.655858 -0.840562 0.204 -0.243 0.036
H -3.943685 -0.906604 -1.316496 -0.115 0.130 0.209
C -2.012172 -0.475994 -3.316191 -0.099 -0.285 -0.189
H -2.905511 -1.078160 -3.132542 0.160 -0.034 -0.162
H -2.211624 0.223343 -4.140151 0.008 -0.151 0.123
H -1.192445 -1.138506 -3.616007 -0.274 -0.070 -0.365
C 0.093101 1.732235 -3.407032 0.434 0.123 0.067
H 0.414023 0.845720 -3.959323 0.064 0.219 -0.267
H -0.632132 2.303276 -4.005052 0.206 -0.153 0.013
H 0.962369 2.363834 -3.192118 -0.090 -0.111 -0.257
C -0.265566 3.597759 -0.916375 0.479 0.343 0.289
H 0.821102 3.490317 -1.043795 -0.331 0.269 0.010
H -0.634962 4.327060 -1.659522 0.108 -0.236 0.170
H -0.463670 4.019255 0.080684 0.062 -0.064 -0.319
C -1.782894 0.177721 2.584326 -1.755 -3.941 -0.030
C -2.094851 -1.145394 2.163997 0.943 -1.943 -2.894
C -2.658439 0.596461 3.548228 -0.807 -0.222 0.099
C -3.246589 -1.941070 2.388794 0.725 2.060 1.069
H -1.684824 -1.878461 1.396469 1.536 2.103 0.510
C -3.828389 -0.180058 3.781565 -0.355 -0.363 -0.265
H -2.510840 1.485068 4.132696 -0.117 0.347 0.121
C -4.209877 -1.416458 3.207709 0.679 0.759 0.506
H -3.291587 -2.916235 1.967457 -0.104 -0.550 -0.372
H -4.489899 0.231283 4.482312 -0.854 0.620 1.003
H -5.100502 -2.030445 3.401694 0.195 0.930 0.333
C 5.066179 -2.062895 -0.303876 0.174 -0.048 0.032
C 3.891231 -1.367332 0.329727 0.077 0.195 -0.068
O 3.380325 -0.410947 -0.661009 -0.592 0.201 0.760
P 2.018946 0.434512 -0.425449 1.400 1.484 0.507
O 2.422953 1.922973 -0.940878 0.874 -0.781 0.110
C 3.834817 2.471125 -1.038387 -0.978 -0.782 -0.107
C 4.174248 3.277738 0.179610 0.020 0.060 0.198
O 1.936140 0.505715 1.184773 -0.002 0.291 -0.377
C 1.141741 1.530718 1.879503 0.445 -0.084 -0.231
C 1.377812 1.332329 3.354446 -0.148 -0.045 -0.030
H 4.792932 -2.537464 -1.253048 0.035 0.086 0.196
H 5.414059 -2.834015 0.387687 0.061 0.006 -0.117
H 5.888019 -1.360503 -0.475301 -0.139 -0.133 -0.041
H 3.109644 -2.094248 0.591398 0.178 0.358 -0.051
H 4.195930 -0.812625 1.229124 -0.228 -0.182 -0.278
H 4.509377 1.618855 -1.171888 -0.185 0.211 0.001
H 3.818130 3.063154 -1.956219 -0.058 -0.069 0.185
H 4.244558 2.633344 1.064401 -0.058 0.178 -0.122
H 5.152044 3.744424 0.021206 -0.118 -0.016 0.078
H 3.436842 4.069555 0.354057 0.154 -0.154 -0.013
H 0.069907 1.378201 1.657299 0.436 0.198 -0.213
H 1.506048 2.518395 1.543621 -0.336 -0.409 0.012
H 0.886681 0.406045 3.664887 0.232 0.062 0.132
H 2.447659 1.303600 3.589720 -0.257 -0.001 -0.026
H 0.911006 2.161241 3.890309 0.064 -0.044 0.083
```
Forces are in eV/Å.

---

(2)
A 2-piece molecular cluster, C7H12N2O2 overall, computed with ωB97M-V/def2-TZVPD.

Output
SMILES string ... CC(C)(C)[C@@]1(C#N)OC1=O.N
Kohn-Sham gap ... 10.88 eV
Energy above the lowest of the compared OMol25 structures with the same formula, charge and spin ... 326.08 kJ/mol
Maximum force ... 5.80 eV/Å
Net charge ... 0

Structure (XYZ):
```
23
Properties=species:S:1:pos:R:3:forces:R:3
C -0.829633 0.650737 -1.735146 -0.536 -0.636 0.812
C -1.793942 -0.889602 0.020052 -1.278 0.707 0.497
C 0.673690 -1.127228 1.300206 -0.227 -3.231 1.590
C 1.531793 -1.398769 -1.089479 0.267 0.258 -0.593
C 1.361989 0.879418 0.076568 -1.417 0.792 1.351
C -0.636939 -0.306914 -0.613217 1.130 0.236 -0.785
C 0.779919 -0.484128 -0.036594 -0.810 -0.786 -2.266
N -1.172544 1.424557 -2.513457 0.367 -0.196 0.047
N -1.697557 2.144903 0.803209 2.085 -0.233 -4.820
O -2.767371 -0.901529 0.675441 -0.843 0.498 1.255
O -1.280819 -1.673463 -0.837520 1.088 -1.193 -1.979
H 1.669590 -1.229427 1.717450 0.304 0.060 0.076
H 0.264803 -2.241312 1.366933 0.645 2.259 -0.702
H 0.096536 -0.592154 2.050460 -0.171 0.442 -0.247
H 1.872613 -0.960385 -2.077911 -0.853 0.269 1.189
H 0.960866 -2.293204 -1.371290 0.005 0.258 0.381
H 2.466295 -1.736539 -0.673096 0.342 -0.212 0.496
H 2.130315 0.947950 0.773212 2.100 -0.494 0.892
H 0.648604 1.521924 0.623452 -0.180 0.013 -0.929
H 1.666125 1.264623 -0.849994 0.271 0.800 -1.229
H -1.877948 2.337414 1.681285 -1.517 0.520 5.569
H -2.394745 1.615804 0.341080 -0.950 -0.486 0.023
H -1.671639 3.047326 0.368357 0.178 0.354 -0.627
```
Forces are in eV/Å.

---

(3)
A 11-piece molecular cluster, C20H63N13O12 overall, computed with ωB97M-V/def2-TZVPD.

Output
SMILES string ... COCCNCCOC.NC(N)=O.NC(N)=O.NC(N)=O.NC(N)=O.NC(N)=O.NC(N)=O.CCO.CCO.CCO.CCO
Kohn-Sham gap ... 8.62 eV
Energy above the lowest of the compared OMol25 structures with the same formula, charge and spin ... 0.00 kJ/mol
Maximum force ... 2.95 eV/Å
Net charge ... 0

Structure (XYZ):
```
108
Properties=species:S:1:pos:R:3:forces:R:3
C 1.939291 3.356763 -3.607151 1.233 1.720 2.056
O 2.978807 3.894333 -3.222196 -0.139 -0.334 -0.877
N 1.334011 3.667709 -4.779735 -0.312 -0.713 0.040
N 1.219569 2.613506 -2.716006 -0.876 -0.648 -0.859
H 1.802904 4.309967 -5.390059 -0.069 -0.192 -0.166
H 0.553101 3.091531 -5.041689 -0.021 0.367 -0.542
H 1.712148 2.274347 -1.910594 0.255 0.127 -0.047
H 0.552320 1.960111 -3.104586 0.027 -0.097 0.441
C -4.312067 0.963130 -0.565535 -0.981 0.039 0.490
O -4.581246 0.191267 0.347435 0.458 0.339 -0.606
N -5.268925 1.656457 -1.256371 -0.354 -0.033 -0.006
N -3.063069 1.301977 -0.994716 0.116 -1.100 0.856
H -6.244784 1.523568 -1.061898 0.127 0.049 0.042
H -4.960481 2.281785 -1.971221 -0.447 0.232 -0.158
H -2.407098 0.559023 -0.765061 0.612 0.450 -0.410
H -3.035414 1.800012 -1.859614 0.635 -0.106 -0.239
C 4.903433 -0.052477 2.195898 0.800 -0.299 -2.064
O 3.711220 -0.364287 2.158720 0.060 0.132 0.833
N 5.687108 -0.285297 1.098529 -0.519 -0.342 0.110
N 5.549648 0.558130 3.199212 -0.549 0.389 1.173
H 5.249971 -0.844231 0.374530 0.162 -0.046 -0.154
H 6.655294 -0.035034 1.026100 -0.043 0.027 0.086
H 6.548532 0.617693 3.236908 -0.021 0.082 -0.048
H 5.004147 0.883172 3.979182 0.173 -0.055 0.032
C -0.194493 0.150804 -4.623116 -0.160 -1.580 0.331
O -0.052313 -0.050683 -3.420046 -0.184 0.939 -0.283
N 0.642807 -0.401938 -5.523233 0.223 0.124 -0.546
N -1.231392 0.846400 -5.172375 0.100 0.497 0.331
H 1.378667 -0.997844 -5.180481 -0.022 -0.085 0.078
H 0.311406 -0.506902 -6.465650 0.403 -0.085 -0.087
H -1.948798 1.155671 -4.541005 -0.120 -0.112 -0.134
H -1.430273 0.741594 -6.150148 -0.186 0.185 0.032
C 0.658216 1.489587 4.261532 -0.852 0.260 1.301
O 0.615335 2.233037 5.249007 0.482 -0.193 -0.729
N -0.363393 1.375002 3.394358 0.198 0.574 -0.348
N 1.647636 0.607625 4.013442 1.318 -0.543 0.434
H -1.157183 1.997938 3.543177 -0.313 -0.908 -0.176
H -0.376270 0.535925 2.844256 -0.589 0.184 -0.247
H 2.434769 0.620475 4.637998 -0.092 0.048 -0.038
H 1.813039 0.179639 3.119437 0.043 0.190 -0.073
C 3.596425 -3.116984 -0.105726 0.678 1.053 -1.659
O 4.269303 -2.246422 -0.684129 0.077 -0.329 -0.029
N 2.994943 -2.846664 1.048269 -0.027 -0.518 0.345
N 3.362665 -4.333660 -0.670830 -0.633 -0.412 1.035
H 3.246343 -1.933480 1.440579 -0.268 -0.184 0.461
H 2.632101 -3.627271 1.568237 -0.113 0.443 0.461
H 3.741846 -4.664959 -1.537684 0.269 0.310 0.030
H 2.767648 -4.920691 -0.110198 0.187 -0.494 -0.389
C 1.586331 0.068573 -0.297858 -0.748 0.294 -0.104
C 0.551369 -1.015847 -0.182408 -0.146 -1.256 0.765
O -0.660236 -0.702707 -0.846221 0.065 -0.288 -0.271
H 1.465607 0.529653 -1.272454 0.202 -0.204 -0.238
H 2.600383 -0.310799 -0.198981 -0.013 0.313 0.330
H 1.257538 0.814593 0.429725 0.809 0.282 0.092
H 0.303082 -1.215027 0.866708 -0.256 0.561 0.148
H 0.951296 -2.013452 -0.402520 -0.118 0.128 -1.021
H -0.485881 -0.723578 -1.808017 -0.049 0.125 0.496
C -1.489771 -4.895931 -2.709552 -0.501 -1.313 0.605
C -0.052872 -5.294540 -2.610644 0.857 -0.195 -0.405
O 0.850791 -4.197120 -2.382212 -0.487 -0.729 0.217
H -1.872996 -4.737909 -1.700977 -0.057 1.071 -0.169
H -2.025963 -5.824049 -2.939156 -0.013 0.032 -0.492
H -1.730550 -4.166082 -3.476914 0.061 0.285 0.331
H 0.262610 -5.835465 -3.509850 -0.021 0.181 -0.196
H 0.072562 -6.028631 -1.807773 -0.208 0.048 0.151
H 1.511815 -4.597537 -1.806324 0.184 0.744 -0.165
C 5.840050 -0.582880 -4.119074 -0.139 -0.043 -0.032
C 4.439375 -0.334594 -3.557362 0.700 0.179 0.997
O 3.802785 -1.573666 -3.365424 -0.891 -0.529 -0.874
H 6.312201 -1.247280 -3.394205 0.258 -0.031 -0.169
H 6.471303 0.296023 -4.258736 -0.223 0.201 0.215
H 5.807182 -1.088480 -5.085206 -0.155 -0.127 0.049
H 3.818636 0.349035 -4.140193 -0.014 -0.235 -0.298
H 4.536428 0.133046 -2.571256 0.106 0.282 -0.078
H 3.847758 -1.885190 -2.449310 0.298 0.384 0.086
C -1.947231 -3.477085 1.123056 -0.561 -1.086 -1.482
C -2.274367 -4.981226 1.232129 1.049 -0.542 0.786
O -2.478185 -5.462151 2.570821 -0.781 0.466 -0.380
H -2.435564 -3.224068 0.178495 0.156 0.618 0.016
H -0.886395 -3.326396 0.934669 0.026 0.295 0.556
H -2.399293 -2.839074 1.878219 0.264 -0.151 0.238
H -1.440631 -5.632184 0.955168 0.273 0.481 -0.465
H -3.060299 -5.263798 0.526812 -0.477 0.056 0.423
H -3.295484 -5.048491 2.870706 0.068 -0.100 0.278
C -6.534598 3.300323 4.628821 0.108 0.112 0.814
O -5.625944 2.265318 4.330543 -0.215 -0.166 0.153
C -4.575912 2.063592 5.267190 1.053 -0.047 -0.666
C -3.380485 2.975617 4.942258 -1.041 0.376 0.443
N -2.914235 2.680984 3.605192 -0.267 -0.296 -0.062
C -2.418294 3.782100 2.793056 -1.267 0.051 -0.752
C -2.291499 3.273831 1.350907 0.214 -0.098 0.906
O -1.600376 4.214856 0.564375 0.062 -0.258 0.109
C -0.220582 3.903510 0.519601 -0.171 -0.618 -1.050
H -7.384009 2.947970 5.223385 -0.054 -0.291 -0.117
H -6.920425 3.741769 3.712094 0.192 0.019 -0.041
H -6.051154 4.046660 5.266026 -0.002 0.333 -0.312
H -4.247854 1.038801 5.087469 -0.099 -0.121 0.219
H -4.809904 2.187975 6.326333 -0.607 0.015 -0.077
H -2.650196 2.846106 5.743550 0.363 0.053 -0.298
H -3.780401 3.998120 4.993469 0.255 0.219 0.139
H -3.767872 2.385720 3.136028 0.208 -0.404 -0.214
H -1.493127 4.205065 3.182255 -0.074 0.109 -0.017
H -3.234379 4.501199 2.641658 0.480 0.831 0.820
H -3.294609 3.134824 0.945905 0.041 0.046 -0.085
H -1.827803 2.284937 1.417298 0.251 0.038 -0.612
H -0.108879 2.983893 -0.066395 0.096 -0.183 0.061
H 0.224186 3.696894 1.495538 0.037 0.490 0.108
H 0.267514 4.664898 -0.086190 0.172 0.243 0.506
```
Forces are in eV/Å.

---

(4)
C12H20ClN5O2Ti as an isolated structure, computed with ωB97M-V/def2-TZVPD.

Output
<S²> ... 0.761
Kohn-Sham gap (spin up / spin down) ... 8.08 / 7.39 eV
Energy above the lowest of the compared OMol25 structures with the same formula, charge and spin ... 98.19 kJ/mol
2S+1 ... 2
Maximum force ... 1.87 eV/Å
Net charge ... +1

Structure (XYZ):
```
41
Properties=species:S:1:pos:R:3:forces:R:3
Ti 0.266268 0.389405 0.044059 1.258 -0.771 1.154
N -1.940360 -2.839987 0.299327 -0.025 0.110 0.011
N -1.863022 -2.746674 -1.086824 -0.012 -0.097 0.122
C -1.612371 -1.584981 -1.708151 0.037 0.196 -0.058
N -1.695446 -1.565790 -3.034050 0.046 0.011 -0.127
N -1.359493 -0.497818 -0.967479 -0.050 -0.107 0.156
N -0.913553 0.654885 -1.604168 -0.350 0.194 -1.638
O -0.522856 0.769847 -2.793306 -0.351 0.032 0.552
O -0.914503 1.673945 -0.745470 -0.441 0.128 -0.572
H -1.360470 -3.603341 0.620278 0.031 -0.013 0.005
H -2.900026 -2.984971 0.588554 -0.011 -0.020 0.009
H -2.171328 -3.519748 -1.655926 -0.019 -0.050 -0.032
H -1.871000 -2.409202 -3.552019 -0.037 -0.015 0.011
H -1.322867 -0.754237 -3.511677 -0.018 0.013 -0.025
Cl 1.205919 2.175429 1.475202 0.248 0.426 0.370
C -0.388481 1.920345 2.208953 -0.220 -0.103 0.162
C -1.160083 3.017012 2.546861 0.117 0.088 -0.064
C -2.427797 2.785407 3.044062 -0.052 -0.017 0.024
C -2.895187 1.479450 3.175512 -0.023 0.008 0.010
C -2.099934 0.406195 2.823673 -0.076 -0.031 -0.011
C -0.799921 0.592530 2.342109 0.209 0.018 0.159
C 0.089285 -0.511864 1.884499 -0.334 0.007 0.372
H -0.779881 4.021406 2.414763 -0.008 -0.040 0.002
H -3.053080 3.623098 3.322516 0.010 -0.029 -0.008
H -3.890506 1.304004 3.563783 0.034 0.005 -0.016
H -2.467103 -0.606660 2.935100 0.007 0.027 -0.001
H -0.363553 -1.488411 2.005584 -0.057 -0.024 -0.120
H 1.060474 -0.482316 2.380863 0.123 0.011 -0.048
C 4.069749 -0.577486 -1.525625 0.065 -0.028 0.101
C 2.884169 0.090765 -0.826421 -0.149 -0.007 -0.256
C 2.587859 1.445209 -1.493071 0.083 -0.149 0.091
C 1.629855 -0.810785 -0.888530 0.255 0.042 -0.512
H 4.973174 0.032165 -1.438197 -0.066 -0.026 -0.019
H 3.845488 -0.707744 -2.586922 0.012 -0.015 0.039
H 4.278084 -1.559159 -1.097185 0.011 0.042 -0.004
H 3.174078 0.254745 0.215610 -0.044 0.023 0.149
H 2.630925 1.346516 -2.577456 -0.041 -0.009 -0.032
H 3.292996 2.217249 -1.184178 -0.003 -0.005 -0.033
H 1.581609 1.826848 -1.282511 -0.034 0.231 -0.038
H 1.804703 -1.765185 -0.392887 -0.109 -0.057 0.159
H 1.398182 -1.010099 -1.939253 -0.015 -0.001 -0.042
```
Forces are in eV/Å.

---

Q: What is the formula in the second record?
A: C7H12N2O2